Entry 1:
ORCA calculation (ωB97M-V/def2-TZVPD) on C38H49ClN5O3PdTe as an isolated structure.

Structure (XYZ):
```
98
Properties=species:S:1:pos:R:3
Pd -0.2871 0.0201 -2.4725
C -3.6928 2.1997 -4.5495
C -2.3891 1.8962 -3.7869
N -2.0505 0.4493 -3.8820
C -3.2498 -0.3440 -3.5272
C -4.3549 -0.1675 -4.5899
N -3.9777 1.0164 -5.4348
C -2.7597 0.6921 -6.2539
C -1.6825 0.1564 -5.2853
H -3.6081 3.0784 -5.1846
H -4.5523 2.3232 -3.8940
H -2.4928 2.1682 -2.7421
H -1.5553 2.4576 -4.2071
H -3.5896 -0.0125 -2.5485
H -2.9706 -1.3931 -3.4543
H -5.3275 0.0341 -4.1471
H -4.4460 -1.0212 -5.2584
H -4.7519 1.2437 -6.0601
H -2.4561 1.6100 -6.7527
H -3.0461 -0.0375 -7.0079
H -0.7208 0.6184 -5.5028
H -1.5759 -0.9233 -5.3854
C 4.6110 -2.6454 6.4312
C 3.7683 -2.1213 5.3114
C 2.7761 -2.9076 4.7222
C 2.0000 -2.4350 3.6829
C 0.9143 -3.3118 3.1111
C 2.2143 -1.1118 3.2313
Te 0.9462 -0.4068 1.7662
N -0.8543 -0.9006 -0.5711
C -1.7602 0.0842 -0.1882
O -1.8449 1.0489 -0.9760
C -2.5337 -0.0372 1.0390
C -2.6763 -1.2871 1.6579
C -3.4163 -1.3935 2.8208
C -3.9935 -0.2552 3.3776
C -3.8429 0.9895 2.7724
C -3.1214 1.1028 1.5989
C 0.4249 1.4777 2.5003
C 0.6574 2.5984 1.6938
C 1.2733 2.5124 0.3180
C 0.3201 3.8450 2.2001
C -0.2372 3.9963 3.4671
C -0.5894 5.3509 4.0080
C -0.4624 2.8530 4.2332
C -0.1412 1.5833 3.7816
C -0.4035 0.3961 4.6731
C 3.2264 -0.2960 3.7910
C 3.5164 1.1089 3.3313
C 3.9783 -0.8296 4.8192
H 4.2312 -3.5893 6.8152
H 4.6525 -1.9275 7.2507
H 5.6351 -2.8035 6.0863
H 2.6068 -3.9102 5.0969
H 1.0319 -4.3372 3.4556
H 0.9366 -3.3291 2.0161
H -0.0782 -2.9741 3.4207
H -2.2334 -2.1665 1.2072
H -3.5549 -2.3562 3.2945
H -4.5699 -0.3399 4.2903
H -4.2962 1.8642 3.2195
H -2.9866 2.0654 1.1214
H 2.0591 1.7551 0.2533
H 1.7145 3.4699 0.0457
H 0.5172 2.2740 -0.4361
H 0.5146 4.7270 1.6001
H -0.2440 6.1483 3.3535
H -0.1465 5.4992 4.9930
H -1.6707 5.4468 4.1213
H -0.8982 2.9599 5.2208
H -1.1226 0.6590 5.4466
H 0.5074 0.0582 5.1706
H -0.8214 -0.4511 4.1199
H 3.4735 1.2064 2.2439
H 4.5154 1.4037 3.6467
H 2.8110 1.8247 3.7570
H 4.7629 -0.2252 5.2609
Cl 0.3667 -5.7412 -1.3077
C 0.5096 -4.7143 -2.5944
C 1.0302 -5.1515 -3.8339
C 1.1024 -4.2233 -4.8274
C 0.6524 -2.8982 -4.5766
N 0.1383 -2.4718 -3.4065
C 0.0800 -3.3419 -2.4284
H 1.3483 -6.1795 -3.9608
H 1.4901 -4.4720 -5.8075
H 0.7229 -2.1553 -5.3632
H -0.3005 -3.0048 -1.4667
N 4.3552 1.1879 -3.9979
C 3.9275 0.3530 -2.8205
C 2.4081 0.1621 -2.9037
O 1.8327 0.5994 -3.9239
O 1.8536 -0.3975 -1.9250
H 5.0330 0.7173 -4.5978
H 4.7625 2.0829 -3.7246
H 3.4842 1.3568 -4.5359
H 4.1905 0.8648 -1.8994
H 4.4524 -0.5981 -2.8473
```

Output
Lowest unoccupied orbital energy (alpha / beta) (eV): -10.62 / -14.39
Spin multiplicity: 6
Charge: +4

***

Entry 2:
ORCA calculation (ωB97M-V/def2-TZVPD) on C38H49NO7ReSSe as an isolated structure.

Structure (XYZ):
```
98
Properties=species:S:1:pos:R:3
Re 1.9644 -1.0540 -1.2459
C -5.4648 -1.5115 -2.1423
C -4.8212 -2.3531 -1.0313
C -5.4610 -3.7414 -1.0505
C -5.1058 -1.7032 0.3304
C -3.3099 -2.4124 -1.2447
C -2.5808 -1.2313 -1.3213
C -1.2108 -1.2745 -1.4829
Se -0.1947 0.3446 -1.7140
C -0.1071 1.0666 0.0632
C -1.0394 2.0079 0.4579
C -0.9145 2.6378 1.6891
C 0.1720 2.2777 2.4838
C 1.1351 1.3389 2.1154
C 0.9867 0.7423 0.8568
O 1.9043 -0.1920 0.4521
C 2.2793 0.9499 3.0601
C 3.6398 1.2929 2.4362
C 2.2027 -0.5524 3.3744
C 2.1878 1.7031 4.3907
C -1.9426 3.6869 2.1101
C -1.6464 4.2666 3.4936
C -3.3384 3.0501 2.1411
C -1.9304 4.8377 1.0940
C -0.5275 -2.4835 -1.5887
O 0.8450 -2.4808 -1.7227
C -1.2250 -3.6932 -1.5398
C -2.6073 -3.6074 -1.3662
C -0.5138 -5.0447 -1.6575
C 0.2722 -5.1123 -2.9758
C -1.5110 -6.2066 -1.6599
C 0.4289 -5.2455 -0.4611
H -6.5500 -1.5041 -2.0236
H -5.1232 -0.4761 -2.1176
H -5.2300 -1.9218 -3.1258
H -6.5382 -3.6446 -0.9076
H -5.2944 -4.2476 -2.0032
H -5.0783 -4.3753 -0.2488
H -6.1827 -1.6188 0.4906
H -4.6835 -2.3011 1.1398
H -4.6756 -0.7023 0.3922
H -3.0750 -0.2695 -1.2593
H -1.8541 2.2535 -0.2127
H 0.2781 2.7540 3.4453
H 3.8190 0.7563 1.5077
H 3.7039 2.3644 2.2361
H 4.4378 1.0310 3.1336
H 2.3247 -1.1659 2.4846
H 2.9956 -0.8161 4.0768
H 1.2444 -0.7975 3.8383
H 2.2714 2.7840 4.2558
H 1.2584 1.4876 4.9218
H 3.0131 1.3863 5.0291
H -1.6566 3.4952 4.2655
H -0.6784 4.7714 3.5211
H -2.4109 5.0021 3.7484
H -3.3760 2.2375 2.8687
H -4.0863 3.7954 2.4194
H -3.6175 2.6440 1.1679
H -0.9393 5.2925 1.0413
H -2.2008 4.4951 0.0937
H -2.6448 5.6096 1.3871
H -3.1618 -4.5305 -1.3230
H -0.3982 -4.9936 -3.8297
H 1.0429 -4.3472 -3.0321
H 0.7569 -6.0869 -3.0587
H -2.2125 -6.1431 -2.4942
H -0.9575 -7.1406 -1.7630
H -2.0767 -6.2620 -0.7279
H 1.2045 -4.4871 -0.4013
H -0.1362 -5.2344 0.4736
H 0.9197 -6.2176 -0.5443
C 2.0418 5.2457 0.6982
C 2.3046 4.2576 -0.4026
C 3.4901 3.5214 -0.4260
C 3.7098 2.5501 -1.3838
C 2.7265 2.3079 -2.3357
C 1.5653 3.0618 -2.3682
C 1.3624 4.0355 -1.4001
S 2.9593 0.9907 -3.4971
O 4.1410 1.2391 -4.2688
O 1.7090 0.7640 -4.1616
N 3.2669 -0.3215 -2.4861
C 4.6671 -0.8022 -2.4650
C 5.2529 -0.7115 -1.0650
O 6.1389 0.0444 -0.7799
O 4.7610 -1.5651 -0.1407
H 2.9641 5.7125 1.0430
H 1.5841 4.7371 1.5516
H 1.3577 6.0290 0.3727
H 4.2505 3.7077 0.3224
H 4.6320 1.9810 -1.3800
H 0.8344 2.8845 -3.1459
H 0.4485 4.6174 -1.4117
H 5.2861 -0.1881 -3.1110
H 4.7052 -1.8341 -2.8179
O 3.3524 -3.2478 0.1983
C 3.4906 -2.1969 -0.3493
```

Output
Lowest unoccupied orbital energy (alpha / beta) (eV): -0.23 / -1.19
Spin multiplicity: 2
Charge: 0

***

Entry 3:
ORCA calculation (ωB97M-V/def2-TZVPD) on a 7-piece molecular cluster, C38H51BN8 overall.

Structure (XYZ):
```
98
Properties=species:S:1:pos:R:3
N 0.1131 6.2183 1.8113
C -0.6643 5.0350 1.4635
C -0.3983 3.7879 2.3122
C -1.5489 2.7640 2.2429
B -1.6529 2.1609 0.7995
C -0.5424 1.2306 0.1957
C 0.3133 0.4669 1.2132
C 1.5607 -0.2785 0.6797
C 1.6713 -0.4489 -0.8354
C 2.6502 -1.5493 -1.2281
N 2.6815 -1.8922 -2.6498
H 1.0792 6.1225 1.5239
H 0.1061 6.3756 2.8124
H -1.7280 5.2835 1.5183
H -0.4601 4.8158 0.4117
H -0.2333 4.0956 3.3492
H 0.5324 3.3252 1.9705
H -2.4781 3.2655 2.5250
H -1.3691 1.9802 2.9864
H -2.5688 2.4674 0.0938
H 0.0875 1.8648 -0.4465
H -1.0214 0.5370 -0.5013
H -0.3378 -0.2556 1.7115
H 0.6305 1.1476 2.0025
H 2.4560 0.2435 1.0287
H 1.6075 -1.2702 1.1395
H 0.6977 -0.6756 -1.2776
H 2.0137 0.4895 -1.2824
H 3.6625 -1.2581 -0.9336
H 2.4093 -2.4617 -0.6764
H 2.7224 -1.0497 -3.2151
H 1.8234 -2.3698 -2.9060
C 2.6346 -1.6190 5.8097
C 2.5262 -0.3472 6.3499
C 1.4884 0.4698 5.9241
N 0.5846 0.1004 5.0201
C 0.6989 -1.1241 4.5104
C 1.6989 -2.0159 4.8680
H 3.4186 -2.3012 6.1119
H 3.2307 0.0105 7.0890
H 1.3766 1.4704 6.3283
H -0.0472 -1.4005 3.7728
H 1.7450 -2.9992 4.4194
C 3.1729 0.0971 -7.5125
C 3.0216 -0.7596 -6.4343
C 1.7506 -1.2299 -6.1401
N 0.6609 -0.9046 -6.8320
C 0.8219 -0.0838 -7.8668
C 2.0493 0.4411 -8.2470
H 4.1495 0.4881 -7.7679
H 3.8715 -1.0461 -5.8283
H 1.6000 -1.9019 -5.3023
H -0.0766 0.1692 -8.4192
H 2.1157 1.1060 -9.0977
C -7.6669 1.7663 0.1980
C -6.8541 0.7969 -0.3667
C -5.5340 0.7156 0.0527
N -5.0032 1.5193 0.9706
C -5.7934 2.4467 1.5040
C -7.1258 2.6117 1.1534
H -8.7004 1.8556 -0.1108
H -7.2380 0.1206 -1.1187
H -4.8681 -0.0283 -0.3718
H -5.3362 3.0922 2.2467
H -7.7198 3.3860 1.6201
C -12.1316 3.2965 -2.9045
C -10.7861 3.4988 -3.1666
C -9.8890 2.4972 -2.8266
N -10.2484 1.3487 -2.2583
C -11.5435 1.1667 -2.0117
C -12.5200 2.1044 -2.3148
H -12.8633 4.0537 -3.1546
H -10.4331 4.4126 -3.6246
H -8.8281 2.6216 -3.0162
H -11.8134 0.2240 -1.5484
H -13.5581 1.9001 -2.0909
C 5.8882 -6.8257 7.0810
C 6.4031 -5.5940 6.7106
C 5.5173 -4.5872 6.3566
N 4.1952 -4.7387 6.3524
C 3.7130 -5.9264 6.7096
C 4.5134 -6.9967 7.0809
H 6.5460 -7.6371 7.3643
H 7.4689 -5.4120 6.6941
H 5.8884 -3.6114 6.0608
H 2.6333 -6.0263 6.6985
H 4.0643 -7.9393 7.3624
C 8.4624 -2.1327 -4.0245
C 8.1494 -0.8442 -3.6230
C 7.1034 -0.1895 -4.2562
N 6.3818 -0.7324 -5.2334
C 6.6915 -1.9708 -5.6090
C 7.7177 -2.7100 -5.0397
H 9.2705 -2.6774 -3.5535
H 8.7008 -0.3518 -2.8337
H 6.8305 0.8187 -3.9646
H 6.0870 -2.3951 -6.4039
H 7.9212 -3.7142 -5.3854
```

Output
Lowest unoccupied orbital energy (eV): 0.78
Charge: 0
SMILES string: NCCCBCCCCCN.c1ccncc1.c1ccncc1.c1ccncc1.c1ccncc1.c1ccncc1.c1ccncc1